Entry 1:
Below is a structure of composition C36H30IrN9Sb, with properties calculated with ωB97M-V with the def2-TZVPD basis set.

Its spin multiplicity is 2. The energy above the lowest of the compared OMol25 structures with the same formula, charge and spin is 0.0 kcal/mol. As for the charge: +4. For the gap between HOMO and LUMO (alpha / beta), the calculation gives 7.8 / 5.7 eV. The electronic energy comes out at -60563.9287 eV.

Atoms and positions in Å:
C  -3.4793  6.0199  -2.3037
N  -2.5282  6.8906  -2.5012
H  -0.0134  1.3505  4.3001
H  -0.3637  -2.0668  -4.4563
H  -0.6924  -5.7631  -0.5848
H  -5.1376  -0.5294  1.7244
C  -0.3498  -1.8181  3.4089
C  2.5407  -2.7945  2.4448
C  -2.3498  -1.5562  0.0496
C  1.6825  -4.9866  1.6608
C  -0.0861  -3.7852  -0.0307
H  3.5753  -3.0656  2.2275
N  3.8106  -1.3583  -2.8545
C  0.1705  -1.4389  -3.7565
H  4.5111  -3.0548  -1.9893
C  3.9973  -2.1075  -1.8535
C  -0.0364  -5.1615  0.0320
H  -2.6520  0.7474  4.1797
H  1.9499  1.2899  -3.7271
N  -0.1035  -0.8362  2.6322
C  -2.4188  0.0182  3.4022
C  -1.0361  0.2993  2.7383
C  2.6843  0.2424  -1.1842
C  -1.2331  6.8469  -2.3567
H  -4.4931  -2.0210  -0.0934
C  -0.0983  -1.5829  -2.3291
H  0.5794  1.7433  2.6814
C  -3.0283  4.7860  -1.8368
H  4.0388  0.6543  -2.8856
C  -3.7594  -1.3941  0.3944
N  -0.0536  1.0125  -0.0580
C  -0.0925  2.6277  -1.7819
C  -0.3151  1.5193  3.2658
H  2.7301  1.7016  0.4165
C  0.3988  1.4546  -1.2416
Sb  -1.5506  -3.0357  -1.4320
H  3.2320  2.3241  -1.1712
H  2.3994  -5.4215  2.3456
H  -3.7629  4.0095  -1.6710
H  4.3116  1.2801  -0.2525
C  -3.1402  0.3727  2.0465
H  -0.9742  2.3900  3.2529
H  -1.7419  -2.9463  4.6896
N  2.6122  -0.8843  -0.2387
C  -1.6606  4.5849  -1.6370
H  0.3070  5.5145  -1.7370
N  0.5252  -0.8521  -1.4831
H  -4.5124  6.2831  -2.5111
H  2.4278  -1.7192  2.3385
C  -1.7603  0.4272  1.3787
C  -1.2114  1.4709  0.4400
N  -2.6455  -1.2688  3.9910
Ir  0.5050  -0.9279  0.4957
H  2.4003  -3.0671  3.4922
C  1.8730  0.3139  -3.2452
C  3.2660  1.4605  -0.5037
N  -1.4656  -0.8285  0.6211
C  -1.6348  -2.0122  4.1455
H  0.3124  -2.6725  3.4009
H  1.4281  -0.5974  -5.2148
H  3.3453  -2.7443  0.1347
H  -0.6278  7.7223  -2.5741
C  3.3403  -1.8907  -0.5291
H  0.9188  -6.8627  0.9580
C  1.1515  -0.6218  -4.1671
H  -3.6108  1.3529  2.1382
C  1.2862  0.3873  -1.8297
H  0.2936  3.0017  -2.7216
C  -4.1076  -0.5644  1.3887
C  0.8655  -5.7832  0.8954
C  -1.7674  2.6396  -0.0463
C  -1.1479  3.2749  -1.1276
C  1.6077  -3.5941  1.5741
N  0.7280  -3.0003  0.7344
H  -2.6684  3.0415  0.3994
C  -0.7575  5.6172  -1.9014
C  3.2625  -0.0574  -2.6009


Entry 2:
Below is the ion C4H9N2O with charge +1 at a distorted geometry, with properties calculated with ωB97M-V with the def2-TZVPD basis set.

Its spin multiplicity is 1. The energy above the lowest of the compared OMol25 structures with the same formula, charge and spin is 165.5 kcal/mol. As for the charge: +1. For the gap between HOMO and LUMO (alpha / beta), the calculation gives 7.6 / 9.0 eV. The electronic energy comes out at -9308.8410 eV.

Atoms and positions in Å:
C  -0.2242  0.9142  -0.2690
H  -2.2477  1.4081  -0.7122
H  -0.8357  -2.1203  1.5127
H  0.7514  -0.2258  -2.0454
N  0.1397  -1.5103  -0.5048
N  -1.2744  1.6116  -0.7864
H  0.9091  -2.2493  -0.6112
C  -0.3196  2.4032  0.0244
H  1.5536  -0.0680  -0.6560
H  0.9654  -1.6613  2.4971
H  -0.4397  2.5839  1.0203
C  0.5963  -0.1667  -0.9274
H  0.4111  2.9832  -0.5078
C  -0.1486  -1.3169  1.0748
H  -0.7457  -1.6259  -0.9182
O  0.9090  -0.9597  1.8090


Entry 3:
Below is a structure of composition C9H23BN2NbO2, with properties calculated with ωB97M-V with the def2-TZVPD basis set.

Its spin multiplicity is 1. As for the charge: -1. For the gap between HOMO and LUMO, the calculation gives 7.4 eV. The electronic energy comes out at -19005.8215 eV.

Atoms and positions in Å:
H  -4.4219  -4.8727  -0.3503
H  4.5441  3.4040  -0.1877
C  5.5574  2.1814  -1.6531
C  -4.8119  -2.8425  -0.2148
C  -0.8819  1.9066  1.9779
C  4.3484  2.5170  -0.7925
H  -0.9172  2.9993  1.9364
C  3.5892  0.1611  -0.5359
H  5.8233  3.0182  -2.2994
N  -5.5069  -1.9722  0.0652
O  0.7722  0.0761  1.3717
C  -1.7948  -2.5816  -0.2935
C  3.9617  1.3866  0.1632
H  -0.8070  -2.5563  0.1674
H  5.3541  1.3176  -2.2885
B  0.2276  1.3380  1.1281
H  -3.2688  -0.4059  1.5112
H  -1.6621  -2.5029  -1.3751
H  -4.1400  1.9454  1.9891
H  -3.3088  2.8002  0.0901
H  6.4281  1.9459  -1.0368
H  1.2214  -0.2294  0.5769
N  3.2473  -0.7882  -1.0858
H  -3.8344  0.7826  -0.4134
H  3.4830  2.7477  -1.4151
H  -2.3378  -1.6994  0.0418
Nb  -2.7521  1.2842  0.9429
H  -1.6288  0.8988  -0.5319
H  -0.9689  1.5264  2.9983
C  -2.5380  -3.8560  0.0739
H  -3.7975  -3.9000  -1.6811
H  -2.6697  -3.9226  1.1561
C  -3.9169  -3.9361  -0.5953
H  -1.9683  -4.7367  -0.2335
H  4.7862  1.1514  0.8413
H  3.0921  1.6718  0.7575
H  0.5007  1.7710  -0.7846
O  0.8273  2.0723  0.0639


Entry 4:
Below is an isolated molecule of C4H6O2, with properties calculated with ωB97M-V with the def2-TZVPD basis set.

Its spin multiplicity is 1. The structure (SMILES) is O=C[C@@H]1C[C@@H]1O. The energy above the lowest of the compared OMol25 structures with the same formula, charge and spin is 41.9 kcal/mol. As for the charge: 0. For the gap between HOMO and LUMO, the calculation gives 10.4 eV. The electronic energy comes out at -8338.6432 eV.

Atoms and positions in Å:
H  0.7753  -1.6743  0.0868
H  0.2573  -0.4970  -2.0865
C  1.1846  0.1561  1.2005
O  -1.5296  0.7366  0.5417
H  -1.6146  -1.1134  -0.4571
H  -2.0783  1.2640  -0.0528
C  0.1447  0.0658  -1.1647
C  -0.9469  -0.2887  -0.2058
H  0.4171  1.1168  -1.2276
H  0.5478  0.7174  1.9081
O  2.3892  0.1750  1.3017
C  0.4679  -0.6310  0.1436


Entry 5:
Below is the ion C6H11N4 with charge +1 at a distorted geometry, with properties calculated with ωB97M-V with the def2-TZVPD basis set.

Its spin multiplicity is 1. The structure (SMILES) is C[N+]1=CN2[C@H]3CN(CN32)C1. The energy above the lowest of the compared OMol25 structures with the same formula, charge and spin is 133.8 kcal/mol. As for the charge: +1. For the gap between HOMO and LUMO, the calculation gives 8.4 eV. The electronic energy comes out at -12348.6639 eV.

Atoms and positions in Å:
C  2.1585  -1.5721  -0.5978
C  -1.2117  1.0625  -0.7995
H  -0.3194  0.9881  -1.4364
H  -1.3317  3.0211  0.2801
H  -0.9362  -0.6735  1.8475
H  2.0884  -2.5615  -0.0310
H  -0.4203  -1.6527  -1.3789
H  -2.1669  1.2952  -1.5000
H  2.1589  1.1349  0.1833
H  -2.5811  0.0365  1.5977
C  -0.3145  -1.2297  -0.3391
H  -0.3709  -2.0377  0.4013
C  1.2725  0.5126  0.1066
H  2.1948  -1.7836  -1.6413
C  -0.8730  2.0798  0.1824
N  1.0651  -0.6708  -0.3189
C  -1.5004  0.1407  1.3788
N  -0.9600  1.4710  1.5381
H  3.1112  -1.1262  -0.3522
N  0.2447  1.7562  0.9771
N  -1.3077  -0.1908  -0.0980


Entry 6:
Below is a structure of composition C21H27O11W at a distorted geometry, with properties calculated with ωB97M-V with the def2-TZVPD basis set.

Its spin multiplicity is 1. The energy above the lowest of the compared OMol25 structures with the same formula, charge and spin is 15.3 kcal/mol. As for the charge: +3. For the gap between HOMO and LUMO, the calculation gives 6.3 eV. The electronic energy comes out at -46535.3269 eV.

Atoms and positions in Å:
C  -2.2753  0.7101  0.0283
C  -3.4579  4.0984  -0.1296
H  -4.5405  -0.3197  -0.8198
H  -3.7033  -3.5679  0.3416
C  1.3525  -3.5410  -0.5340
H  4.7573  1.1666  1.8104
H  3.6114  0.7868  -0.3426
O  2.1747  3.2067  1.3882
H  -3.2029  5.0742  0.2912
H  -1.9909  3.1329  0.9891
H  2.3891  -3.8975  -0.3330
O  0.9698  -2.6612  0.5810
H  -2.3467  -3.2903  1.5150
H  3.6631  3.8432  2.7471
H  -1.6736  -1.8366  -2.8708
C  -2.7641  3.0196  0.2536
C  1.9742  0.3012  0.8427
O  -4.9714  0.4545  -1.2328
H  -0.6109  -3.3346  -3.3664
H  -2.5051  -4.8291  0.5103
C  3.7691  1.6758  1.7661
H  1.4583  -3.1543  -2.6733
H  2.0589  -1.8572  -1.7294
C  -4.3410  1.5923  -1.0031
W  -0.5880  -1.1565  0.2374
H  5.4070  3.5581  0.5933
H  3.0630  4.3304  -1.0227
C  3.6199  3.2654  1.8016
O  -2.3520  -0.5564  -0.4506
H  -2.9524  -3.4353  -1.9850
C  2.3588  2.6252  0.0958
C  -1.0685  -2.6988  -2.6110
H  -5.0041  4.7622  -1.5185
O  -1.7616  -3.0406  -0.3606
C  0.9900  -3.4597  1.8477
H  -1.6770  -4.6162  -1.6869
C  -3.1875  1.7111  -0.1533
H  -5.7529  2.6152  -2.2581
H  4.0073  2.8411  -1.2872
O  -1.0754  0.8332  0.4800
O  1.9211  -0.1944  1.9741
C  1.2925  -2.6575  -1.7252
H  4.4107  4.8740  0.8771
C  3.0309  1.2943  0.4685
O  0.0278  -2.0264  -1.8253
H  1.4346  2.5465  -0.4783
O  2.9710  0.9683  4.0554
H  1.8581  -4.1292  1.9035
C  4.3669  3.8799  0.5820
C  -1.9190  -3.5982  -1.6942
H  1.1428  -2.8024  2.6498
C  -2.6147  -3.7027  0.5632
O  -0.8111  -1.4753  1.8571
C  3.1281  1.0802  2.9432
C  -4.4879  3.9283  -1.1064
O  1.1239  -0.1610  -0.0363
H  0.6298  -4.3565  -0.5893
C  3.4807  3.4731  -0.5835
C  -4.9320  2.7415  -1.5783
H  0.1248  -4.0337  1.9912


Entry 7:
Below is an isolated molecule of C16H13N5O4S at a distorted geometry, with properties calculated with ωB97M-V with the def2-TZVPD basis set.

Its spin multiplicity is 1. The structure (SMILES) is NC(=O)c1ccc(-n2nnnc2SCC(=O)c2ccc(O)c(O)c2)cc1. The energy above the lowest of the compared OMol25 structures with the same formula, charge and spin is 0.0 kcal/mol. As for the charge: 0. For the gap between HOMO and LUMO, the calculation gives 8.2 eV. The electronic energy comes out at -43278.4890 eV.

Atoms and positions in Å:
C  -0.5504  0.8830  1.3164
H  3.9417  -0.4731  -1.6724
H  1.9796  2.8434  0.2477
N  -3.8880  1.7022  1.3551
H  2.1171  -1.0482  2.0206
H  1.8468  -3.1678  -0.9318
C  -2.9596  -1.8128  -0.9356
C  2.1444  -1.1476  -1.5053
C  1.3507  -2.2500  -1.2051
C  1.5538  -0.1887  1.6899
H  -4.0133  -1.5421  -1.0060
C  2.2065  0.9022  1.1254
H  -2.8015  -2.8315  -1.2826
H  -0.3294  -1.0536  2.2189
N  4.4320  0.4564  1.9157
H  -0.3186  1.0392  -2.2589
C  -0.0238  -2.1766  -1.2584
N  -4.0525  0.4098  1.1386
O  3.4880  -1.2915  -1.4187
C  1.5315  0.0640  -1.8767
H  -0.4941  2.8331  0.4451
N  -1.9474  0.8841  1.3380
S  -2.4716  -1.7933  0.8248
O  2.2518  1.1782  -2.1756
C  0.1754  -0.2039  1.7883
H  5.4311  0.4005  1.7976
H  -0.5996  -3.0546  -1.0153
C  -0.6435  -0.9858  -1.6377
C  -2.8537  -0.1193  1.1279
C  1.4691  1.9985  0.6833
C  0.1526  0.1164  -1.9578
C  -2.1026  -0.7942  -1.6742
O  4.1601  1.1820  -0.1931
C  3.6772  0.8715  0.8880
O  -2.6280  0.1705  -2.1841
H  3.0373  1.2629  -1.5920
N  -2.6667  2.0060  1.4696
C  0.0946  1.9968  0.7867
H  4.0332  0.2313  2.8097


Entry 8:
Below is a structure of composition C5H12O2S at a distorted geometry, with properties calculated with ωB97M-V with the def2-TZVPD basis set.

Its spin multiplicity is 1. The energy above the lowest of the compared OMol25 structures with the same formula, charge and spin is 75.9 kcal/mol. As for the charge: 0. For the gap between HOMO and LUMO, the calculation gives 8.6 eV. The electronic energy comes out at -20307.0270 eV.

Atoms and positions in Å:
C  0.9516  0.9503  0.4807
H  1.2438  2.5012  1.9567
H  0.9597  -0.7744  -1.6073
O  -1.1561  -0.6127  0.9481
H  -0.7498  -0.9320  -2.1453
H  -0.2948  2.5512  0.9158
C  0.2254  -2.5733  -0.7070
C  -0.5366  -0.1615  -0.2159
H  -0.2439  -2.8178  0.3384
H  -0.2586  1.3220  2.3325
H  -0.1538  -3.3565  -1.3113
H  -2.5656  0.5516  -0.5986
C  -0.0812  -1.0861  -1.2488
O  1.4556  1.4248  -0.6954
H  1.5578  0.1308  0.9784
H  1.2521  -2.6435  -0.6009
C  0.3390  1.8781  1.5122
H  0.9136  2.2100  -0.9036
H  -1.3436  0.1701  1.5112
S  -1.5146  1.2677  -0.9398


Entry 9:
Below is a structure of composition C9H9MnO3Se3Te at a distorted geometry, with properties calculated with ωB97M-V with the def2-TZVPD basis set.

Its spin multiplicity is 4. As for the charge: +1. For the gap between HOMO and LUMO (alpha / beta), the calculation gives 6.1 / 5.8 eV. The electronic energy comes out at -250248.8150 eV.

Atoms and positions in Å:
C  -1.7365  -0.1589  2.3600
Mn  0.3551  0.0714  0.0316
C  -2.1396  0.8208  3.4834
H  -1.3389  0.5898  4.0456
H  -4.7077  -5.9839  -1.3278
C  -4.1451  -2.7038  1.8328
Se  2.3249  -0.7407  -0.1938
O  -4.7241  -4.7631  0.5064
Se  3.8259  0.1827  -1.7771
C  -2.6707  -2.7020  0.1159
H  -2.9089  -5.5463  -0.6651
H  -2.4073  1.8203  3.1876
C  -2.2023  -1.4432  1.9307
H  -4.9231  -3.1961  2.3506
H  -2.8011  0.0894  3.7039
H  -3.9363  -1.2419  3.7279
Se  -0.1376  1.7484  -1.4729
C  -3.7061  -1.9291  2.5733
H  -4.3236  -4.5117  -1.6808
H  -2.4171  -3.2119  -1.1416
Te  2.4579  2.2549  -2.4133
O  -0.8216  -1.2863  -0.0011
O  -0.6239  0.6637  1.3048
C  -4.3269  -5.0336  -0.8152
C  -3.5078  -3.7000  0.5373
C  -1.5426  -1.9237  0.8179


Entry 10:
Below is a cluster of 3 separate species, C3H11NO3S in total at a distorted geometry, with properties calculated with ωB97M-V with the def2-TZVPD basis set.

Its spin multiplicity is 1. The energy above the lowest of the compared OMol25 structures with the same formula, charge and spin is 15.6 kcal/mol. As for the charge: -2. For the gap between HOMO and LUMO, the calculation gives 5.8 eV. The electronic energy comes out at -21756.2064 eV.

Atoms and positions in Å:
H  2.7989  0.9374  0.9224
C  -0.1184  0.0108  -0.7212
H  1.7232  -0.8066  -0.4361
H  0.2198  0.6553  -1.5523
N  0.7191  -1.1004  1.3367
O  -2.4183  -2.3289  -0.1626
O  -0.4886  -1.1926  -1.3510
C  1.7591  1.1101  0.6634
H  1.4086  -0.8681  2.0531
C  1.0845  -0.1828  0.2091
H  -1.7000  -1.7262  -0.6402
H  -0.2045  -0.8307  1.6624
H  1.6664  1.8461  -0.1471
S  0.9243  2.0326  2.0576
O  -1.6382  -0.0151  -3.4354
H  -1.1646  -0.6200  -2.7734
H  -0.8633  0.5446  -0.1114
H  -1.7970  0.7402  -2.8580
H  -1.8974  -2.6543  0.5910


Entry 11:
Below is a cluster of 2 separate species, C4H5Br in total at a distorted geometry, with properties calculated with ωB97M-V with the def2-TZVPD basis set.

Its spin multiplicity is 1. The energy above the lowest of the compared OMol25 structures with the same formula, charge and spin is 117.2 kcal/mol. As for the charge: 0. For the gap between HOMO and LUMO (alpha / beta), the calculation gives 8.9 / 7.9 eV. The electronic energy comes out at -74264.8815 eV.

Atoms and positions in Å:
C  1.8040  0.3173  -0.7042
C  2.1071  1.5445  -0.7899
Br  2.7727  -1.2069  -0.9386
C  -0.0678  -1.5750  1.0058
H  -0.6978  -2.2910  1.6410
H  -1.2678  0.0729  0.1876
H  0.9796  -2.0083  0.9659
H  2.9300  1.8773  -1.2720
H  1.3683  2.3527  -0.7693
C  -0.5920  -0.6283  0.3699


Entry 12:
Below is a cluster of 2 separate species, C5H10O2 in total at a distorted geometry, with properties calculated with ωB97M-V with the def2-TZVPD basis set.

Its spin multiplicity is 1. The energy above the lowest of the compared OMol25 structures with the same formula, charge and spin is 120.0 kcal/mol. As for the charge: 0. For the gap between HOMO and LUMO (alpha / beta), the calculation gives 7.9 / 8.3 eV. The electronic energy comes out at -9437.8378 eV.

Atoms and positions in Å:
H  3.3071  0.0977  0.4378
O  2.4296  0.1166  0.8368
O  -2.0654  -0.3467  0.0014
H  0.1777  -0.8852  1.5846
H  -0.7718  0.1695  -2.5387
C  -1.8452  0.7933  0.5869
H  1.5233  -0.0926  -1.0331
C  -0.3711  1.0118  0.6725
H  -0.0270  1.5473  1.5587
H  -0.8122  0.6400  -3.1170
C  -0.9611  -1.0652  -0.2371
H  1.8052  -1.6111  -0.1489
C  0.1457  -0.4391  0.5698
C  1.5320  -0.5503  -0.0320
H  -0.0350  1.5740  -0.2216
H  -2.6692  1.4926  0.6061
H  -1.1602  -2.1247  -0.3478